Molecular formula: C45H48N4O6PSe2Sr
Method: DFT, ωB97M-V/def2-TZVPD

The net charge is -1. For the max |F|, the calculation gives 1.5 eV/Å. Its calculated total energy is -206513.779 eV.

Last column: Mulliken charge in e.
CARTESIAN COORDINATES (ANGSTROEM)
Sr 0.738173 0.834168 2.790763  1.391
O 2.003064 3.122733 2.422792  -0.793
C 2.109066 2.603651 1.296419  0.359
O 1.179830 1.934485 0.749981  -0.326
C 3.440320 2.581078 0.594841  0.373
C 4.274171 3.689010 0.668584  -0.615
C 5.498777 3.688083 0.021231  -0.619
C 5.900429 2.559171 -0.679522  -0.703
C 5.084140 1.437764 -0.723872  -0.666
C 3.836953 1.431590 -0.098510  0.193
P 2.800445 -0.092273 0.018972  1.408
C 1.733984 -0.033772 -1.467826  0.322
C 1.556580 1.105758 -2.245079  -0.460
C 0.711973 1.080626 -3.347804  -0.681
C 0.030800 -0.081509 -3.682905  -0.323
C 0.179883 -1.216961 -2.898500  -1.007
C 1.024571 -1.188613 -1.799304  -0.137
C 4.001294 -1.394523 -0.456208  -0.047
C 4.291426 -1.783675 -1.763702  -0.194
C 5.205210 -2.798652 -2.011042  -0.634
C 5.840371 -3.437206 -0.953390  -0.482
C 5.551676 -3.064713 0.351800  -0.670
C 4.629807 -2.056019 0.598850  -0.415
H 3.944839 4.539096 1.252505  0.493
H 6.142335 4.557308 0.073394  0.390
H 6.860045 2.542242 -1.182128  0.429
H 5.430588 0.555694 -1.245822  0.366
H 2.073957 2.019532 -1.980437  0.385
H 0.584695 1.977415 -3.943347  0.408
H -0.623056 -0.105129 -4.547582  0.350
H -0.377436 -2.116772 -3.127477  0.388
H 1.135122 -2.081378 -1.195271  0.297
H 3.796221 -1.291578 -2.592232  0.449
H 5.421157 -3.092061 -3.031386  0.401
H 6.551710 -4.230913 -1.146656  0.369
H 6.032884 -3.567098 1.181960  0.412
H 4.375700 -1.786925 1.619831  0.390
O 2.123878 -1.587921 3.491751  -0.133
C 1.314424 -2.723790 3.803544  -0.410
C 1.540531 -3.763141 2.724799  -1.334
C 1.243766 -3.210102 1.328762  0.505
C -0.210989 -2.902822 1.115806  0.139
C -1.042036 -3.874434 0.566332  -0.782
C -2.386591 -3.604366 0.381644  -0.567
C -2.867734 -2.372735 0.782323  -0.925
C -1.978012 -1.466382 1.338096  -1.155
N -0.671148 -1.699982 1.488312  1.368
H 2.066688 -1.001943 4.288816  -0.221
H 0.259696 -2.434906 3.867376  0.223
H 1.604746 -3.128391 4.778131  0.531
H 0.924105 -4.644796 2.925817  0.376
H 2.587422 -4.079045 2.759118  0.431
H 1.572402 -3.925006 0.569320  0.885
H 1.819077 -2.293587 1.204591  -1.249
H -0.617483 -4.828514 0.277107  0.504
H -3.043358 -4.339737 -0.066646  0.431
H -3.907453 -2.097852 0.666593  0.438
H -2.330039 -0.496597 1.660857  0.500
O -1.284044 3.041965 8.141298  -0.534
C -1.109593 1.624489 8.267472  -1.446
C -0.688008 1.017427 6.925356  2.515
C -0.497240 -0.478782 7.173439  -0.909
O 0.550435 -0.760521 8.096760  -0.595
C -1.846702 1.265067 5.942059  -1.483
Se -1.875273 0.303612 4.226844  -0.524
C 0.625600 1.717174 6.499710  -1.437
Se 2.097540 0.693118 5.644866  -0.672
H -1.314001 3.414529 9.025090  0.307
H -2.052328 1.162798 8.588780  0.415
H -0.338953 1.398744 9.009590  0.528
H -0.320884 -0.968375 6.215318  0.000
H -1.414773 -0.898643 7.598615  0.535
H 1.372919 -0.591924 7.603300  0.320
H -1.900933 2.334034 5.745829  0.466
H -2.779467 0.998090 6.445076  0.386
H 1.107803 2.117647 7.389539  0.418
H 0.387363 2.578025 5.876786  0.386
C -4.785551 2.039880 -9.478267  -1.362
C -4.643306 1.257189 -8.200854  0.813
C -5.628829 0.372485 -7.778159  -0.807
C -5.507851 -0.328095 -6.588413  -0.682
C -4.375408 -0.182697 -5.792460  0.249
N -4.271247 -0.944805 -4.612604  -0.035
C -3.724524 -0.615919 -3.377753  0.293
O -3.540302 -1.482710 -2.545226  -0.657
N -3.477913 0.717148 -3.206700  0.034
C -2.847125 1.350326 -2.115818  0.369
C -2.810114 2.738027 -2.106016  -0.736
C -2.170158 3.383418 -1.063661  -0.945
C -1.580088 2.620126 -0.068076  -0.645
N -1.614166 1.291323 -0.073495  0.221
C -2.233225 0.666798 -1.067182  -0.401
C -3.366244 0.679892 -6.221136  0.130
C -3.514713 1.395321 -7.399009  -0.819
H -5.686065 1.749145 -10.018611  0.332
H -3.931475 1.880082 -10.138625  0.327
H -4.847798 3.111664 -9.279458  0.307
H -6.518501 0.237584 -8.382631  0.290
H -6.300241 -0.992217 -6.264338  0.422
H -4.597856 -1.896118 -4.633067  0.314
H -3.842234 1.338083 -3.909577  0.290
H -3.281575 3.303525 -2.903916  0.385
H -2.126785 4.463434 -1.018374  0.424
H -1.049753 3.090134 0.749933  0.479
H -2.249172 -0.412702 -1.042330  0.621
H -2.454300 0.776484 -5.645651  0.359
H -2.716538 2.061136 -7.708623  0.395

Cartesian forces (eV/Å) of the 3 atoms listed first:
-0.49 -1.10 0.88
0.11 0.12 -0.06
0.16 -0.02 0.04


Molecular formula: C45H48N5O4PPbS4SbTe
Method: DFT, ωB97M-V/def2-TZVPD

The net charge is -1. For the max |F|, the calculation gives 3.4 eV/Å. Its calculated total energy is -134796.085 eV.

Last column: Mulliken charge in e.
CARTESIAN COORDINATES (ANGSTROEM)
Pb -0.591566 1.675868 1.650035  0.834
S -4.224810 0.253968 7.310453  -0.020
Sb -2.373740 3.762491 3.893146  0.493
S -2.344474 0.220660 7.429197  -0.002
S -0.602443 4.382637 2.400490  -0.644
S -2.984902 1.730743 3.314676  -0.500
N -0.908687 -2.634880 4.492643  0.088
C 0.026810 -2.046859 3.685073  -0.899
N -0.495889 -1.400067 2.693968  0.179
C -1.892571 -1.641502 2.824857  0.927
C -2.947738 -1.344222 1.956059  -0.315
C -4.117632 -2.008258 2.244262  -0.583
C -4.352086 -2.827693 3.373308  -0.940
C -3.336459 -2.925138 4.264326  -0.698
C -2.106243 -2.359322 3.966643  -0.336
H -0.797378 -3.073711 5.379071  0.239
H 1.043759 -2.132346 3.897746  0.772
H -2.953543 -0.766145 1.050057  0.098
H -4.894994 -1.970759 1.498822  0.467
H -5.283966 -3.392067 3.431959  0.399
H -3.428600 -3.495533 5.201836  0.319
C -1.582942 6.329931 -1.019237  -1.079
C -2.706670 5.390960 -1.075911  0.705
O -3.221540 4.938929 -0.075396  -0.611
C -3.324655 5.083179 -2.421762  0.645
C -4.369711 4.212205 -2.430552  -0.490
C -4.988707 3.972511 -3.644959  -0.452
C -4.589306 4.596252 -4.843070  -0.669
C -3.495217 5.477422 -4.770787  -0.566
C -2.865970 5.686517 -3.585411  -0.269
H -1.163873 6.361859 -0.033643  0.220
H -1.762893 7.341762 -1.403671  0.375
H -0.851797 5.818000 -1.662234  0.225
H -4.579517 3.622423 -1.564156  0.523
H -5.686742 3.177081 -3.567230  0.421
H -5.107963 4.337991 -5.751775  0.417
H -3.111538 5.976094 -5.644812  0.391
H -2.024599 6.398761 -3.548684  0.237
C 5.778429 -5.033201 0.541325  -1.484
C 5.793379 -3.506100 0.568636  0.784
C 6.817637 -2.813184 -0.043904  -0.755
C 6.944127 -1.472537 0.075426  -0.786
C 6.012886 -0.771935 0.808401  -0.419
C 4.906602 -1.456223 1.308504  -0.506
N 3.939299 -0.661572 1.968533  0.730
C 3.702551 -0.719747 3.312684  1.415
C 4.523018 -1.421291 4.228256  -0.776
C 4.178238 -1.426332 5.536570  -0.444
C 2.942406 -0.918566 5.971124  -0.781
C 2.162193 -0.187692 5.096800  -0.933
C 2.602200 0.006654 3.792271  -0.314
C 1.735686 0.889542 2.934370  1.599
O 0.702295 1.355317 3.527843  -1.061
O 1.952062 1.141373 1.700882  -0.656
C 4.722754 -2.804087 1.199851  1.639
C 3.503511 -3.518750 1.575181  -1.198
H 6.666590 -5.513417 0.132877  0.408
H 4.944489 -5.486578 -0.064526  0.266
H 5.627316 -5.396606 1.571224  0.304
H 7.549238 -3.452793 -0.547658  0.345
H 7.801232 -0.910953 -0.264034  0.369
H 6.231769 0.202777 1.139999  0.527
H 3.247018 -0.122116 1.454238  -0.493
H 5.505212 -1.839104 3.932675  0.393
H 4.881734 -1.889783 6.215156  0.405
H 2.633279 -1.037759 7.057968  0.292
H 1.229822 0.305872 5.441935  0.510
H 3.771638 -4.384554 2.244068  0.559
H 2.971851 -3.935708 0.712811  0.258
H 2.780147 -2.879463 2.109785  -0.442
C -0.310171 -2.266693 -0.465448  -0.816
P 1.437005 -1.804996 -0.564194  0.872
C 1.919989 -2.977584 -1.912336  -1.572
C 1.202813 -0.237978 -1.606878  -0.963
H -0.807273 -2.346947 -1.465188  0.264
H -0.866956 -1.586995 0.230402  -0.270
H -0.304825 -3.271767 -0.025577  0.474
H 1.182108 -2.963669 -2.656420  0.567
H 1.979611 -3.968057 -1.452423  0.407
H 2.875878 -2.692424 -2.381318  0.367
H 0.812334 -0.515117 -2.607122  0.458
H 2.175374 0.227823 -1.706911  0.416
H 0.538796 0.438499 -1.143123  -0.193
Te -3.245093 -0.060100 -1.771615  -0.225
C -3.976425 -1.616808 -3.066338  -0.109
C -5.309717 -1.961482 -2.933131  -0.496
C -5.833067 -3.063570 -3.671896  -0.451
C -5.029388 -3.746651 -4.566215  -0.515
C -3.710598 -3.327238 -4.732457  -0.468
C -3.168450 -2.320191 -4.006649  -0.133
H -5.987884 -1.491318 -2.254644  0.397
H -6.824676 -3.456015 -3.515277  0.335
H -5.427873 -4.518500 -5.195970  0.359
H -3.152167 -3.929990 -5.419273  0.341
H -2.095285 -2.098994 -4.170174  0.316
N -1.389285 2.702371 -4.529527  -0.016
C -0.195090 3.279594 -4.349549  0.160
O 0.381019 3.799449 -5.349732  -0.807
C 0.439165 3.336200 -2.997047  0.942
C 1.735545 3.779148 -2.894103  -0.247
C 2.416925 3.816115 -1.684684  -1.269
C 1.708151 3.212453 -0.625685  -0.406
N 0.413794 2.829022 -0.714234  0.595
C -0.197107 2.926679 -1.842380  -0.462
H -1.741783 2.570912 -5.498444  0.278
H -1.842480 2.118256 -3.784367  -0.093
H 2.123040 4.242283 -3.817698  0.439
H 3.434063 4.170883 -1.563043  0.459
H 2.139987 3.033947 0.383465  0.234
H -1.259833 2.668192 -1.827367  0.176

Cartesian forces (eV/Å) of the 3 atoms listed first:
-0.11 0.05 -0.61
0.09 -0.01 -0.04
1.17 1.67 -0.36


Q: What is the max |F| in the first record?
A: 1.5 eV/Å